Formula: C51H82N4O22S
Source: the OMol25 dataset
Level of theory: ωB97M-V/def2-TZVPD

Properties
DFT total energy: -4265.07843 Eh
Lowest unoccupied orbital energy: -1.408 eV
Strongest force on any atom: 1.1 eV Å⁻¹
SMILES: [H]/N=C(\N)NCCCCc1cc2c(cc1S)C(=O)C(CCCCn1cccc1)=C(CCOC(C)=O)C2=O.CCOC(=O)OC.CCOC(=O)OC.CCOC(=O)OC.CCOC(=O)OC.CCOC(=O)OC.CCOC(=O)OC
Spin multiplicity: 1
Kohn-Sham gap: 7.0 eV
Charge: 0
HOMO: -0.31046 Eh

Positions of all 160 atoms, in Å:
H (6.129, -4.237, 3.372)
N (5.788, -3.563, 4.056)
C (4.683, -3.081, 3.662)
N (4.037, -3.449, 2.420)
N (4.010, -2.092, 4.430)
C (3.454, -2.643, 5.697)
C (2.042, -2.078, 5.969)
C (1.007, -3.075, 5.461)
C (-0.441, -2.629, 5.656)
C (-1.406, -3.437, 4.815)
C (-1.109, -4.730, 4.402)
C (-1.978, -5.458, 3.611)
C (-3.198, -4.926, 3.219)
C (-3.520, -3.642, 3.618)
C (-2.637, -2.908, 4.392)
S (-3.118, -1.251, 4.836)
C (-4.121, -5.745, 2.398)
O (-5.239, -5.338, 2.151)
C (-3.662, -7.078, 1.886)
C (-4.635, -7.777, 0.975)
C (-4.243, -7.820, -0.538)
C (-2.973, -7.068, -0.902)
C (-3.119, -5.540, -0.850)
N (-1.806, -4.923, -0.704)
C (-0.660, -5.252, -1.367)
C (0.370, -4.452, -0.956)
C (-0.179, -3.566, 0.026)
C (-1.495, -3.901, 0.146)
C (-2.477, -7.584, 2.266)
C (-1.969, -8.921, 1.790)
C (-1.548, -9.887, 2.912)
O (-0.129, -10.117, 2.810)
C (0.537, -10.068, 3.989)
C (1.846, -9.331, 3.964)
O (0.115, -10.578, 4.994)
C (-1.580, -6.834, 3.185)
O (-0.535, -7.312, 3.576)
H (3.858, -4.448, 2.416)
H (4.689, -3.288, 1.659)
H (4.741, -1.442, 4.702)
H (4.133, -2.518, 6.540)
H (3.350, -3.720, 5.543)
H (1.973, -1.140, 5.422)
H (1.946, -1.946, 7.049)
H (1.166, -4.046, 5.934)
H (1.184, -3.217, 4.389)
H (-0.732, -2.725, 6.707)
H (-0.577, -1.580, 5.394)
H (-0.192, -5.228, 4.680)
H (-4.456, -3.193, 3.316)
H (-3.342, -1.324, 6.158)
H (-4.719, -8.805, 1.334)
H (-5.621, -7.345, 1.117)
H (-5.080, -7.403, -1.100)
H (-4.144, -8.866, -0.825)
H (-2.106, -7.360, -0.313)
H (-2.729, -7.327, -1.936)
H (-3.741, -5.193, -0.030)
H (-3.529, -5.207, -1.806)
H (-0.560, -6.015, -2.123)
H (1.389, -4.491, -1.299)
H (0.362, -2.807, 0.565)
H (-2.187, -3.422, 0.822)
H (-2.671, -9.401, 1.114)
H (-1.068, -8.723, 1.201)
H (-2.029, -10.848, 2.731)
H (-1.811, -9.524, 3.900)
H (2.051, -8.876, 2.999)
H (1.759, -8.542, 4.709)
H (2.661, -9.982, 4.273)
C (0.724, 4.569, 6.662)
C (0.469, 4.170, 8.100)
O (-0.880, 3.715, 8.294)
C (-1.124, 2.470, 7.895)
O (-0.326, 1.703, 7.421)
O (-2.417, 2.210, 8.109)
C (-2.827, 0.921, 7.656)
H (-0.015, 5.301, 6.334)
H (1.719, 5.001, 6.560)
H (0.653, 3.707, 5.999)
H (0.578, 5.031, 8.756)
H (1.170, 3.406, 8.435)
H (-2.189, 0.138, 8.062)
H (-2.815, 0.888, 6.567)
H (-3.844, 0.770, 8.008)
C (-0.816, 1.086, -6.182)
C (-1.349, 1.605, -4.864)
O (-2.259, 0.667, -4.268)
C (-1.683, -0.363, -3.646)
O (-0.499, -0.540, -3.517)
O (-2.645, -1.174, -3.210)
C (-2.162, -2.370, -2.583)
H (-1.639, 0.812, -6.844)
H (-0.203, 1.841, -6.674)
H (-0.207, 0.194, -6.035)
H (-1.921, 2.516, -5.033)
H (-0.543, 1.848, -4.172)
H (-1.456, -2.144, -1.793)
H (-1.697, -3.013, -3.329)
H (-3.027, -2.876, -2.165)
C (3.089, 6.978, -7.719)
C (3.894, 5.724, -7.987)
O (4.315, 5.097, -6.765)
C (3.382, 4.380, -6.139)
O (2.258, 4.201, -6.526)
O (3.905, 3.901, -5.006)
C (2.960, 3.175, -4.207)
H (3.644, 7.656, -7.069)
H (2.865, 7.489, -8.656)
H (2.150, 6.740, -7.222)
H (4.814, 5.969, -8.515)
H (3.340, 5.013, -8.598)
H (2.466, 2.397, -4.784)
H (2.225, 3.859, -3.787)
H (3.514, 2.713, -3.394)
C (-4.219, 7.900, -8.565)
C (-3.449, 6.616, -8.790)
O (-3.093, 5.987, -7.550)
C (-4.071, 5.307, -6.953)
O (-5.192, 5.161, -7.367)
O (-3.592, 4.810, -5.812)
C (-4.551, 4.101, -5.026)
H (-3.662, 8.566, -7.904)
H (-4.392, 8.409, -9.514)
H (-5.183, 7.701, -8.100)
H (-2.504, 6.825, -9.288)
H (-4.008, 5.919, -9.414)
H (-5.047, 3.329, -5.611)
H (-5.290, 4.786, -4.614)
H (-4.005, 3.631, -4.213)
C (3.559, 9.148, -0.756)
C (4.567, 9.708, -1.736)
O (5.544, 8.720, -2.095)
C (5.131, 7.799, -2.965)
O (4.034, 7.745, -3.466)
O (6.121, 6.940, -3.172)
C (5.751, 5.830, -4.011)
H (4.069, 8.716, 0.106)
H (2.879, 9.925, -0.409)
H (2.972, 8.361, -1.224)
H (5.131, 10.523, -1.287)
H (4.076, 10.098, -2.628)
H (5.309, 6.176, -4.936)
H (5.069, 5.184, -3.474)
H (6.664, 5.284, -4.230)
C (-0.828, 2.587, 1.305)
C (0.596, 2.102, 1.147)
O (1.233, 2.684, -0.005)
C (1.655, 3.935, 0.174)
O (1.567, 4.575, 1.190)
O (2.204, 4.366, -0.965)
C (2.643, 5.728, -0.912)
H (-1.398, 2.410, 0.391)
H (-1.316, 2.068, 2.130)
H (-0.856, 3.658, 1.505)
H (0.615, 1.026, 0.982)
H (1.189, 2.310, 2.036)
H (3.298, 5.892, -0.059)
H (1.785, 6.397, -0.864)
H (3.193, 5.920, -1.830)